DFT (the ωB97M-V functional and the def2-TZVPD basis) results for one molecule with the formula C4H8N2S at a distorted geometry.

## Properties
M in g mol⁻¹: 116.19
Structure (SMILES): C=C(/C=N\N)SC
Orbital gap in eV: 9.183
Relative energy (zero: lowest compared OMol25 entry of this formula, charge and spin) in kcal/mol: 80.2
Electronic energy in a.u.: -664.80493

Last column: Mulliken charge in e.
Atoms and positions in Å:
C 0.80358 2.21988 -0.30793  -0.758
C 0.35297 0.98017 -0.04602  0.344
C -0.87413 0.57204 0.67295  -0.271
N -1.86185 -0.15901 0.16166  -0.365
N -1.84473 -0.52565 -1.12150  -0.258
S 1.30767 -0.49193 -0.74023  -0.142
C 1.00275 -1.75649 0.59339  -0.699
H 1.86618 2.54781 -0.64822  0.229
H 0.41659 3.13553 0.11307  0.305
H -1.00516 1.16394 1.63016  0.277
H -2.30015 -1.35682 -1.20736  0.233
H -0.89986 -0.38999 -1.58997  0.260
H 1.67787 -1.51653 1.45132  0.248
H -0.01088 -1.71920 0.98854  0.311
H 1.36915 -2.70376 0.05013  0.285